{
  "formula": "C35H48N2O2PPdS2Sb2",
  "method": "ωB97M-V with the def2-TZVPD basis set",
  "species": ["Pd", "C", "C", "O", "P", "S", "S", "O", "C", "C", "H", "H", "H", "H", "H", "H", "H", "H", "H", "H", "C", "C", "C", "Sb", "C", "C", "C", "C", "C", "C", "C", "C", "C", "C", "C", "C", "Sb", "C", "C", "C", "C", "C", "C", "C", "C", "C", "C", "C", "C", "H", "H", "H", "H", "H", "H", "H", "H", "H", "H", "H", "H", "H", "H", "H", "H", "H", "H", "H", "H", "H", "H", "H", "H", "H", "H", "C", "C", "C", "C", "N", "N", "H", "H", "H", "H", "H", "H", "H", "H", "H", "H", "H", "H"],
  "coordinates": [[-0.082, -0.395, 0.778], [4.661, 3.848, -0.761], [3.257, 3.410, -0.418], [3.302, 2.018, -0.060], [1.995, 1.288, 0.552], [2.505, -0.600, 0.750], [0.382, 1.850, -0.487], [1.838, 2.021, 1.988], [2.756, 1.788, 3.072], [3.855, 2.830, 3.097], [4.660, 4.908, -1.022], [5.038, 3.278, -1.611], [5.333, 3.692, 0.084], [2.589, 3.534, -1.271], [2.854, 3.990, 0.416], [3.170, 0.785, 2.985], [2.148, 1.837, 3.976], [4.462, 2.767, 2.194], [4.497, 2.654, 3.964], [3.436, 3.835, 3.172], [-1.193, 3.024, 2.910], [-1.941, 3.580, 1.702], [-3.233, 2.850, 1.427], [-2.645, 0.726, 0.659], [-4.478, -0.162, 1.355], [-4.636, -1.129, 2.345], [-5.891, -1.664, 2.617], [-7.001, -1.252, 1.892], [-6.860, -0.280, 0.910], [-5.608, 0.265, 0.649], [-2.384, -1.056, -0.911], [-1.592, -0.809, -2.028], [-1.648, -1.662, -3.126], [-2.509, -2.754, -3.122], [-3.333, -2.974, -2.026], [-3.277, -2.120, -0.926], [-0.911, 0.847, 2.951], [-2.441, 0.317, 4.383], [-3.461, 1.193, 4.757], [-4.424, 0.805, 5.682], [-4.383, -0.463, 6.245], [-3.349, -1.329, 5.911], [-2.378, -0.937, 4.997], [-0.398, -1.758, 2.356], [0.722, -2.175, 3.065], [0.858, -3.509, 3.427], [-0.124, -4.432, 3.083], [-1.257, -4.011, 2.406], [-1.390, -2.675, 2.035], [-1.729, 3.228, 3.838], [-0.191, 3.436, 2.988], [-1.303, 3.535, 0.822], [-2.148, 4.644, 1.888], [-3.836, 3.302, 0.640], [-3.836, 2.672, 2.318], [-3.790, -1.468, 2.926], [-5.995, -2.409, 3.398], [-7.973, -1.688, 2.088], [-7.721, 0.048, 0.339], [-5.504, 1.032, -0.117], [-0.950, 0.058, -2.072], [-1.032, -1.460, -3.996], [-2.560, -3.415, -3.978], [-4.033, -3.802, -2.032], [-3.941, -2.291, -0.084], [-3.518, 2.187, 4.332], [-5.209, 1.499, 5.960], [-5.151, -0.774, 6.943], [-3.296, -2.313, 6.361], [-1.570, -1.617, 4.758], [1.483, -1.461, 3.340], [1.736, -3.830, 3.972], [-0.005, -5.476, 3.350], [-2.042, -4.716, 2.157], [-2.280, -2.356, 1.513], [2.960, -4.211, -2.593], [1.838, -4.316, -1.566], [0.739, -5.256, -2.074], [2.400, -4.841, -0.246], [1.354, -2.940, -1.370], [0.410, -2.743, -0.330], [3.405, -5.190, -2.786], [3.732, -3.533, -2.226], [2.580, -3.815, -3.540], [1.134, -6.263, -2.235], [0.329, -4.894, -3.021], [-0.075, -5.332, -1.348], [2.991, -5.741, -0.424], [1.604, -5.099, 0.458], [3.044, -4.085, 0.214], [0.961, -2.567, -2.224], [0.840, -3.061, 0.527], [-0.443, -3.284, -0.475]],
  "forces_ev_per_a": [[-0.856, -0.213, 1.558], [-0.042, -0.025, -0.041], [0.022, -0.067, 0.045], [-0.165, -0.003, -0.067], [1.341, 0.770, 0.120], [-0.033, 0.235, -0.168], [0.202, -0.771, 0.064], [-0.048, 0.105, -0.093], [0.003, 0.124, -0.095], [-0.068, -0.002, 0.011], [0.036, -0.028, 0.010], [0.010, 0.016, 0.033], [0.004, 0.031, -0.014], [-0.049, -0.014, -0.030], [-0.004, -0.014, 0.044], [-0.010, -0.103, -0.008], [-0.031, -0.031, 0.040], [0.020, -0.005, 0.034], [-0.007, 0.037, -0.048], [0.022, -0.034, 0.007], [-0.216, -0.247, -0.300], [-0.141, 0.038, 0.181], [0.018, -0.026, 0.006], [-0.634, -0.031, -0.704], [-0.037, -0.003, 0.076], [-0.089, 0.072, -0.055], [0.019, -0.004, -0.043], [0.026, 0.007, -0.011], [0.056, 0.013, -0.022], [0.149, -0.013, 0.079], [-0.285, 0.461, -0.008], [-0.206, -0.176, -0.176], [0.025, -0.016, 0.062], [0.012, 0.010, 0.004], [0.024, -0.026, 0.074], [0.104, -0.106, 0.013], [0.391, 0.426, 0.851], [-0.114, -0.080, -0.086], [0.035, -0.147, 0.008], [0.064, 0.025, -0.019], [0.014, -0.016, -0.041], [0.016, 0.056, -0.026], [-0.028, 0.152, 0.029], [0.633, -0.424, -1.787], [-0.082, -0.048, 0.381], [-0.077, 0.090, 0.121], [-0.001, -0.076, 0.012], [-0.121, 0.101, 0.148], [-0.217, -0.005, 0.441], [0.020, 0.021, 0.036], [0.097, -0.034, -0.012], [0.094, 0.070, -0.031], [0.017, -0.020, 0.010], [0.022, -0.046, -0.015], [-0.069, -0.015, -0.068], [0.008, -0.004, -0.008], [0.000, 0.018, -0.031], [0.020, 0.033, 0.020], [0.027, 0.005, 0.037], [-0.071, -0.111, 0.024], [0.115, 0.068, 0.049], [0.002, -0.010, 0.016], [0.008, 0.028, 0.013], [0.027, 0.015, 0.017], [-0.032, -0.030, -0.054], [-0.040, -0.051, -0.013], [0.013, -0.041, -0.035], [0.047, 0.022, 0.000], [0.009, 0.030, -0.006], [-0.004, -0.054, -0.033], [0.138, 0.026, -0.118], [0.010, 0.013, -0.008], [-0.004, 0.030, -0.005], [0.015, 0.003, -0.024], [0.061, -0.053, -0.211], [0.022, 0.058, -0.067], [-0.173, -0.082, -0.117], [0.034, -0.060, 0.024], [0.038, 0.081, 0.029], [0.234, 0.079, 0.200], [-0.191, 0.033, -0.427], [-0.044, 0.037, -0.011], [-0.018, -0.035, -0.026], [0.034, -0.028, 0.049], [-0.049, 0.042, 0.014], [0.005, -0.010, 0.029], [-0.004, 0.000, -0.052], [-0.034, 0.014, 0.014], [0.039, 0.006, 0.002], [-0.012, -0.060, -0.027], [-0.048, 0.052, 0.007], [0.005, 0.046, 0.159], [-0.054, -0.105, 0.038]],
  "lowdin_spin": [0.02, 0.00, 0.00, 0.00, 0.00, 0.01, 0.04, 0.00, 0.00, 0.00, 0.00, 0.00, 0.00, 0.00, 0.00, 0.00, 0.00, 0.00, 0.00, 0.00, -0.01, 0.02, 0.30, 0.26, -0.01, 0.00, 0.00, 0.00, 0.00, 0.00, 0.27, 0.02, 0.01, 0.00, 0.01, 0.03, -0.02, 0.00, 0.00, 0.00, 0.00, 0.00, 0.00, -0.01, 0.00, 0.00, 0.00, 0.00, 0.00, 0.00, 0.00, 0.00, 0.01, 0.00, 0.02, 0.00, 0.00, 0.00, 0.00, 0.00, 0.00, 0.00, 0.00, 0.00, 0.00, 0.00, 0.00, 0.00, 0.00, 0.00, 0.00, 0.00, 0.00, 0.00, 0.00, 0.00, 0.00, 0.00, 0.00, 0.00, 0.00, 0.00, 0.00, 0.00, 0.00, 0.00, 0.00, 0.00, 0.00, 0.00, 0.00, 0.00, 0.00],
  "total_energy_ha": -3368.502345,
  "s_squared": 0.7723,
  "homo_lumo_gap_ev": [5.42, 6.23],
  "total_charge": 0,
  "multiplicity": 2,
  "mol_weight_g_mol": 973.83
}